1.
The following is a DFT calculation (ωB97M-V/def2-TZVPD) of a 2-piece molecular cluster, C4H12N2 overall at a distorted geometry.

Summary:
Total charge: 0
Strongest force on any atom, hartree/bohr: 0.08967
HOMO-LUMO gap, eV: 10.529
SMILES string: C=NC.CCN
Energy above the lowest of the compared OMol25 structures with the same formula, charge and spin, eV: 2.4727

Positions of all 18 atoms, in Å:
C  1.19285  -1.17826  -2.34713
N  1.68107  0.00172  -2.54223
C  1.99529  0.66562  -1.25547
H  0.98205  -1.93207  -3.16732
H  1.10308  -1.60558  -1.37740
H  3.14775  0.64138  -1.03749
H  1.42277  0.19747  -0.32540
H  1.82870  1.77471  -1.33105
C  -0.76099  1.00087  1.91796
C  -1.80583  -0.06630  1.60199
N  -1.25637  -0.89337  0.37879
H  -0.84760  1.61292  1.09302
H  -0.86385  1.59279  2.81740
H  0.27667  0.68365  2.07740
H  -2.07179  -0.76902  2.33507
H  -2.78646  0.51572  1.22260
H  -1.75220  -1.78352  0.37607
H  -1.48514  -0.45874  -0.43680

2.
The following is a DFT calculation (ωB97M-V/def2-TZVPD) of C16H22O4 as an isolated structure at a distorted geometry.

Summary:
Total charge: 0
Strongest force on any atom, hartree/bohr: 0.27359
HOMO-LUMO gap, eV: 9.750
Energy above the lowest of the compared OMol25 structures with the same formula, charge and spin, eV: 11.5383

Positions of all 42 atoms, in Å:
C  2.15614  -4.57743  0.68302
C  1.56390  -3.73514  -0.56929
C  2.16469  -2.40068  -0.86992
C  1.74403  -1.69310  -2.06132
C  0.89299  -0.56209  -1.75591
C  -0.50400  -1.29977  -1.05203
C  -1.58195  -0.31831  -0.81942
C  -2.98177  -0.78220  -0.60314
H  -3.31470  -1.59002  -1.28407
H  -3.73443  0.00265  -0.39143
H  -3.01676  -1.35788  0.43008
H  -1.89756  0.23305  -2.09783
O  -1.04892  0.90599  -0.07796
C  -1.96607  1.95543  -0.03220
O  -2.75663  2.30081  -0.85990
C  -1.29021  2.76250  1.11036
C  -2.06951  3.53081  2.00538
C  -1.66965  4.20361  3.01216
C  -0.46532  4.51001  3.05568
C  0.47749  3.73382  2.30852
C  0.09952  3.05679  1.07535
C  0.94716  2.32234  0.25322
O  1.98160  1.97504  0.47287
O  0.54567  2.52864  -0.95876
H  1.15954  2.36696  -1.96570
H  1.55762  4.01647  2.35608
H  0.19532  5.05462  3.99751
H  -2.55736  4.74630  3.54534
H  -3.22192  3.23756  1.83618
H  -0.95706  -2.03519  -1.66742
H  -0.49445  -1.65564  -0.19549
H  1.21936  0.01505  -1.07240
H  0.40961  -0.09809  -2.57138
H  1.40357  -2.44332  -2.75793
H  2.61864  -1.27790  -2.57239
H  3.14725  -2.75109  -1.06054
H  2.24558  -1.81950  -0.11763
H  1.64816  -4.62358  -1.27712
H  0.49732  -3.75718  -0.47316
H  1.59915  -5.71326  0.75182
H  3.26413  -4.74633  0.64465
H  1.98981  -4.22074  1.62612

3.
The following is a DFT calculation (ωB97M-V/def2-TZVPD) of one molecule with the formula C9H15N3O6 at a distorted geometry.

Summary:
Total charge: 0
Strongest force on any atom, hartree/bohr: 0.07626
HOMO-LUMO gap, eV: 10.186
SMILES string: NC(=O)CC[C@H](N)C(=O)N[C@@H](CC(=O)O)C(=O)O
Energy above the lowest of the compared OMol25 structures with the same formula, charge and spin, eV: 1.9844

Positions of all 33 atoms, in Å:
N  -3.51468  0.98362  -1.37261
C  -3.18932  0.39453  -0.22423
O  -3.13310  1.01937  0.82963
C  -2.82015  -1.04397  -0.33006
C  -1.62532  -1.47728  0.49430
C  -0.28654  -0.84921  0.14062
N  0.25590  -1.31116  -1.23855
C  0.74820  -1.09995  1.13214
O  0.55673  -1.87061  2.06923
N  1.95173  -0.44500  0.97210
C  2.31972  0.50335  -0.09196
C  2.23223  1.92841  0.53742
C  0.77279  2.29909  0.66310
O  0.16676  2.90282  -0.21666
O  0.22118  1.71337  1.74211
C  3.61936  0.02276  -0.60214
O  4.42993  0.85261  -0.93536
O  3.80436  -1.32917  -0.70832
H  -3.76317  0.48254  -2.23419
H  -3.88030  1.86934  -1.39988
H  -3.60949  -1.67742  0.02355
H  -2.67126  -1.26694  -1.32734
H  -1.48901  -2.59995  0.34144
H  -2.10113  -1.25570  1.51100
H  -0.44187  0.20383  -0.00793
H  0.12079  -2.35526  -1.28854
H  -0.22948  -0.84878  -2.01971
H  2.44553  -0.41393  1.84311
H  1.52796  0.33203  -0.80433
H  2.68555  1.91834  1.54143
H  2.64450  2.56447  -0.26177
H  -0.74010  1.61949  1.53854
H  2.99170  -1.76564  -0.31612

4.
The following is a DFT calculation (ωB97M-V/def2-TZVPD) of one molecule with the formula C4H6O2.

Summary:
Total charge: 0
Strongest force on any atom, hartree/bohr: 0.01093
HOMO-LUMO gap, eV: 10.941
SMILES string: C[C@H]1O[C@H]1C=O
Energy above the lowest of the compared OMol25 structures with the same formula, charge and spin, eV: 1.9122

Positions of all 12 atoms, in Å:
C  0.05169  0.40904  -1.48154
C  0.28460  0.86421  -0.05235
O  -0.85957  0.99944  0.76934
C  0.10774  0.03131  1.15481
C  -0.32271  -1.39447  1.05030
O  0.04747  -2.24427  1.82515
H  0.52100  -0.55245  -1.71427
H  -1.02490  0.32968  -1.66280
H  0.45587  1.15346  -2.17299
H  1.00372  1.67591  0.06884
H  0.67871  0.26504  2.05381
H  -1.00206  -1.62853  0.20579

5.
The following is a DFT calculation (ωB97M-V/def2-TZVPD) of C24H34GeN2O4RhSe3 as an isolated structure.

Summary:
Total charge: -1
Strongest force on any atom, hartree/bohr: 0.00447
HOMO-LUMO gap, eV: 6.602
Energy above the lowest of the compared OMol25 structures with the same formula, charge and spin, eV: 0.0000

Positions of all 69 atoms, in Å:
Rh  -0.49018  0.01307  0.06218
O  -0.60690  -0.92142  1.84935
C  -1.61138  -0.71984  2.65836
C  -1.81544  -1.68417  3.67295
C  -2.80415  -1.55991  4.62094
C  -3.65677  -0.45311  4.61987
C  -3.48219  0.50090  3.64143
C  -2.49228  0.40132  2.65359
C  -2.46115  1.48078  1.67855
N  -1.71247  1.49603  0.64694
N  -1.79173  2.57115  -0.23009
C  -1.13207  2.29825  -1.33023
O  -0.46909  1.22717  -1.58785
C  -1.13674  3.34733  -2.39371
C  -2.05948  4.38878  -2.37938
C  -2.03769  5.35199  -3.37600
C  -1.09258  5.28502  -4.39188
C  -0.17296  4.24571  -4.40991
C  -0.19766  3.27718  -3.41690
H  -1.15411  -2.54224  3.66698
H  -2.92236  -2.33493  5.36945
H  -4.43847  -0.35013  5.36043
H  -4.13644  1.36629  3.61458
H  -3.13123  2.32698  1.82398
H  -2.78525  4.42786  -1.57890
H  -2.76219  6.15705  -3.36254
H  -1.07637  6.03892  -5.16955
H  0.56355  4.18647  -5.20169
H  0.50047  2.45102  -3.42308
O  -2.50029  -4.08515  -2.63318
C  -1.19113  -3.83126  -2.12751
C  -1.13901  -3.81022  -0.59761
C  -1.37002  -5.25278  -0.12214
O  -1.43418  -5.40734  1.29310
C  -2.24491  -2.93202  -0.00668
Se  -2.45625  -1.14529  -0.76608
C  0.25008  -3.36590  -0.11413
Se  1.00076  -1.72185  -0.87082
H  -2.96126  -3.23720  -2.58317
H  -0.81249  -2.88367  -2.50863
H  -0.54555  -4.63067  -2.50513
H  -0.57326  -5.88918  -0.53267
H  -2.32374  -5.61185  -0.51052
H  -0.68184  -4.93826  1.66882
H  -2.10892  -2.83336  1.06761
H  -3.21128  -3.41531  -0.16318
H  0.98232  -4.14617  -0.34285
H  0.23406  -3.21711  0.96812
C  5.79579  -0.47275  -0.18822
Ge  4.29997  0.78482  -0.27973
C  4.97201  2.60512  -0.02084
C  3.36649  0.63815  -1.98640
C  3.02505  0.35393  1.14623
Se  1.45041  1.47596  0.95334
C  0.96420  1.56971  2.82692
H  6.52826  -0.25384  -0.96671
H  5.43644  -1.49251  -0.32878
H  6.29426  -0.41049  0.78019
H  5.52252  2.93671  -0.90234
H  5.64025  2.65246  0.84053
H  4.14121  3.29171  0.14458
H  3.90386  1.16659  -2.77553
H  2.36033  1.05857  -1.91212
H  3.25759  -0.41016  -2.26277
H  3.42890  0.50329  2.14728
H  2.68432  -0.67645  1.02344
H  1.69575  2.16756  3.36535
H  0.90157  0.55625  3.21502
H  -0.01695  2.03644  2.87932

6.
The following is a DFT calculation (ωB97M-V/def2-TZVPD) of one molecule with the formula C3H7NO2.

Summary:
Total charge: 0
Strongest force on any atom, hartree/bohr: 0.01285
HOMO-LUMO gap, eV: 10.313
SMILES string: O=CCNCO
Energy above the lowest of the compared OMol25 structures with the same formula, charge and spin, eV: 1.9380

Positions of all 13 atoms, in Å:
O  -0.37177  1.65123  2.48008
C  0.19623  1.21945  1.51381
C  -0.45199  0.48286  0.36619
N  0.50211  -0.41150  -0.25881
C  0.34491  -0.68938  -1.65366
O  -0.30395  -1.92771  -1.90042
H  1.29866  1.32213  1.44012
H  -1.36958  0.01027  0.71513
H  -0.73404  1.26272  -0.34606
H  0.57417  -1.26461  0.28057
H  1.32504  -0.73079  -2.14494
H  -0.21532  0.12650  -2.12143
H  -1.20878  -1.76846  -2.17444

7.
The following is a DFT calculation (ωB97M-V/def2-TZVPD) of NO3Rb as an isolated structure at a distorted geometry.

Summary:
Total charge: +1
Strongest force on any atom, hartree/bohr: 0.04505
Expectation value of S²: 0.76
HOMO-LUMO gap (spin up / spin down), eV: 12.487 / 8.394
2S+1: 2

Positions of all 5 atoms, in Å:
Rb  26.42100  2.23885  16.54265
N  29.17411  4.37225  14.43150
O  29.58186  5.51808  14.31726
O  29.56548  3.48887  13.73750
O  28.40516  4.08837  15.32966